[1]
Density functional theory data (the ωB97M-V functional and the def2-TZVPD basis) for the molecule C7H10NOPS.

As for the electronic energy: -1142.178059 hartree. The LUMO energy comes out at 0.71 eV. Its gap between HOMO and LUMO is 9.634 eV. Its SMILES is C#C[C@@H]1C=C[P@](=O)(N(C)C)S1.

Last column: Mulliken charge in e.
Geometry (Å):
C 2.7616 1.6863 0.5206  0.021
C 2.5116 0.5110 0.4273  -0.677
C 2.1589 -0.7775 -0.0155  -0.164
C 1.6390 -0.6668 -1.4828  -0.187
C 0.3735 -0.9632 -1.6473  -0.802
P -0.6202 -1.4273 -0.0996  0.763
O -1.3886 -2.6624 -0.1764  -0.696
N -1.4942 0.0043 0.2022  0.157
C -0.8353 1.3152 0.3176  -0.652
C -2.8041 -0.1306 0.7227  -1.115
S 0.9457 -1.5103 1.2682  -0.202
H 3.2304 2.6076 0.6608  0.480
H 2.9702 -1.3841 -0.0763  0.582
H 2.4608 -0.3187 -2.0657  0.450
H -0.0470 -0.8630 -2.6527  0.362
H 0.1996 1.3254 0.0276  0.016
H -1.1833 2.1704 -0.2211  0.268
H -1.0717 1.5354 1.4068  0.276
H -3.3754 -0.9254 0.4307  0.386
H -2.9286 -0.1710 1.9051  0.299
H -3.5028 0.6446 0.5479  0.434

---

[2]
Density functional theory data (the ωB97M-V functional and the def2-TZVPD basis) for the molecule C7H10O.

As for the electronic energy: -347.714648 hartree. The LUMO energy comes out at 0.69 eV. Its gap between HOMO and LUMO is 9.500 eV. Its SMILES is O[C@]12C=CC[C@@H]1CC2.

Last column: Mulliken charge in e.
Geometry (Å):
O -0.1813 -0.2682 1.5966  -0.659
C 0.2282 0.5413 0.3415  1.159
C -0.8545 1.3228 -0.2988  -1.131
C -1.6804 0.3585 -0.8800  -0.011
C -1.1331 -1.0555 -0.6702  -0.475
C 0.2930 -0.5549 -0.6683  -0.212
C 1.6695 -0.8690 -0.2374  -0.938
C 1.6729 0.6221 0.5006  -0.596
H -1.0049 0.4409 2.1327  0.396
H -1.1853 2.4707 -0.3573  0.214
H -2.6894 0.5268 -1.4512  0.339
H -1.5720 -1.1129 0.4764  0.241
H -1.6832 -1.9551 -1.3514  0.291
H 0.4990 -0.0851 -1.7310  0.260
H 2.2899 -1.2372 -1.0470  0.387
H 1.6441 -1.6010 0.5226  0.278
H 2.0953 0.8134 1.6042  0.240
H 1.8837 1.6937 -0.0960  0.217

---

[3]
Density functional theory data (the ωB97M-V functional and the def2-TZVPD basis) for the molecule C7H10O.

As for the electronic energy: -347.799757 hartree. The LUMO energy comes out at 0.73 eV. Its gap between HOMO and LUMO is 9.413 eV. Its SMILES is C1=C\CCOC\C=C/1.

Last column: Mulliken charge in e.
Geometry (Å):
C -1.2561 1.1017 -0.0240  -0.120
C -1.9030 -0.0909 -0.0143  -0.362
C -1.3822 -1.5087 0.0153  -0.437
C 0.0806 -1.0477 0.0768  -0.832
O 1.3598 -1.5750 -0.0452  -0.509
C 2.1142 -0.3105 -0.0298  -0.604
C 1.3687 1.0586 0.0546  -0.428
C 0.1131 1.6042 -0.0180  -0.023
H -1.9365 1.9156 -0.0699  0.301
H -3.0228 0.0225 -0.1165  0.274
H -1.7792 -2.0669 0.8846  0.330
H -1.6028 -2.0687 -0.9350  0.305
H -0.0182 -0.4455 -0.7488  0.422
H -0.0031 -0.4847 1.0397  0.438
H 2.6838 -0.2730 -0.9466  0.361
H 2.8484 -0.3431 0.8079  0.356
H 2.1409 1.8242 -0.0095  0.285
H 0.1944 2.6879 0.0789  0.246

---

[4]
Density functional theory data (the ωB97M-V functional and the def2-TZVPD basis) for the molecule C7H10O.

As for the electronic energy: -347.877957 hartree. The LUMO energy comes out at 1.00 eV. Its gap between HOMO and LUMO is 9.417 eV. Its SMILES is C=C1OCC/C1=C\C.

Last column: Mulliken charge in e.
Geometry (Å):
C -0.0312 -0.7100 2.8519  -0.967
C -0.2568 -0.9094 1.5821  0.283
O -0.5749 -2.1548 1.0348  -0.438
C -1.1545 -2.0625 -0.2963  -0.384
C -0.4561 -0.8512 -0.8924  -0.677
C -0.1466 0.0394 0.4025  0.800
C 0.2918 1.3287 0.2831  -0.516
C 0.8709 1.7777 -1.0462  -0.993
H -0.1454 -1.4734 3.6633  0.281
H 0.2352 0.2968 3.1235  0.237
H -2.2738 -2.0868 -0.4059  0.221
H -0.8811 -3.0095 -0.8610  0.230
H -1.0813 -0.2637 -1.6189  0.351
H 0.3332 -1.2142 -1.5561  0.291
H 0.4290 1.9477 1.0954  0.443
H 1.8111 1.3537 -1.1927  0.261
H 1.0209 2.8273 -1.1946  0.359
H 0.0475 1.4149 -1.6911  0.219

---

[5]
Density functional theory data (the ωB97M-V functional and the def2-TZVPD basis) for the molecule C7H10O.

As for the electronic energy: -347.770495 hartree. The LUMO energy comes out at 1.01 eV. Its gap between HOMO and LUMO is 10.166 eV. Its SMILES is C1=C(C2CC2)COC1.

Last column: Mulliken charge in e.
Geometry (Å):
C 0.6281 -1.0478 -0.0500  -0.311
C 0.0770 0.0618 -0.4404  -0.117
C -1.4174 0.1721 -0.6940  -0.090
C -2.4952 -0.7459 0.1045  -0.563
C -2.0793 0.6749 0.5724  -0.513
C 1.0383 1.2519 -0.0125  -0.189
O 2.2668 0.4884 -0.0904  -0.360
C 2.0352 -0.9403 0.3141  -0.301
H -0.0902 -1.9614 -0.4590  0.220
H -1.7661 0.7900 -1.5429  0.406
H -2.0371 -1.5821 0.5913  0.306
H -3.5186 -1.1579 -0.4660  0.206
H -1.3932 0.7713 1.5282  0.183
H -2.6850 1.6635 0.7240  0.246
H 0.7384 1.5944 1.1997  0.154
H 1.1390 2.2419 -0.6359  0.258
H 2.0378 -1.2964 1.4402  0.221
H 2.7207 -1.5311 -0.4216  0.243

---

[6]
Density functional theory data (the ωB97M-V functional and the def2-TZVPD basis) for the molecule C7H10O.

As for the electronic energy: -347.887191 hartree. The LUMO energy comes out at 0.13 eV. Its gap between HOMO and LUMO is 8.951 eV. Its SMILES is C=C(C)/C(C)=C\C=O.

Last column: Mulliken charge in e.
Geometry (Å):
C -0.4063 1.5897 -1.1752  -0.950
C -0.1028 0.8719 -0.0926  0.767
C 0.5860 1.4491 1.1150  -1.185
C -0.4541 -0.6036 -0.0658  0.692
C -1.8745 -1.0551 -0.0844  -1.322
C 0.5446 -1.5007 0.0735  -0.598
C 1.9197 -1.1332 -0.2760  -0.095
O 2.2478 -0.0257 -0.6645  -0.477
H -0.9598 1.1181 -2.0391  0.231
H -0.0828 2.6266 -1.3449  0.310
H -0.1518 1.8308 1.8198  0.358
H 1.0976 0.6337 1.7581  0.288
H 1.2932 2.3298 0.9040  0.298
H -1.9778 -2.1721 -0.2688  0.353
H -2.4318 -0.5133 -0.7923  0.361
H -2.4552 -0.9913 0.8908  0.268
H 0.5141 -2.5335 0.4164  0.344
H 2.6939 -1.9213 -0.1740  0.355

---

[7]
Density functional theory data (the ωB97M-V functional and the def2-TZVPD basis) for a cluster of 2 separate species, C7H10O in total.

As for the electronic energy: -347.740540 hartree. The LUMO energy (spin up / spin down) comes out at 0.07 / 0.62 eV. Its gap between HOMO and LUMO (spin up / spin down) is 7.072 / 8.214 eV.

Last column: Mulliken charge in e.
Geometry (Å):
C -0.6169 1.0405 1.6004  -0.495
C 1.6317 -0.7151 -1.3886  -0.974
C 1.7109 0.2417 -0.2397  0.415
C -0.6276 0.8442 0.1680  0.275
C -0.4566 -0.4130 0.9557  0.152
C -1.1569 1.2938 -0.9622  -0.774
C -1.3079 -1.5165 0.8502  -1.127
O 2.5316 1.0291 0.0679  -0.465
H 0.2799 1.3933 2.0973  0.231
H -1.5567 1.2517 2.0982  0.302
H 0.6334 -0.6308 1.1285  0.392
H 2.5569 -1.2946 -1.4217  0.390
H 1.5354 -0.1454 -2.3145  0.274
H 0.7733 -1.3801 -1.2741  0.225
H -1.4931 2.3193 -1.0586  0.250
H -1.2469 0.6544 -1.8330  0.271
H -2.0497 -1.5781 0.0661  0.338
H -1.1409 -2.3944 1.4601  0.318

---

[8]
Density functional theory data (the ωB97M-V functional and the def2-TZVPD basis) for the molecule C7H10O.

As for the electronic energy: -347.890926 hartree. The LUMO energy comes out at 0.40 eV. Its gap between HOMO and LUMO is 9.081 eV. Its SMILES is CC1=CCCCC1=O.

Last column: Mulliken charge in e.
Geometry (Å):
C -1.5774 -0.8849 -1.7520  -1.382
C -0.8298 -0.4016 -0.5264  0.800
C -0.1671 -1.2494 0.3183  -0.340
C 0.6292 -0.8422 1.4282  -0.827
C 1.6503 0.6214 0.8509  -0.637
C 0.7713 1.6243 0.3056  -0.532
C -0.8279 1.0076 -0.3149  0.215
O -1.6060 1.8730 -0.5846  -0.544
H -1.2545 -1.8825 -2.0417  0.392
H -2.6530 -0.8994 -1.5613  0.280
H -1.4127 -0.2231 -2.6050  0.339
H -0.1245 -2.2971 0.0471  0.298
H 1.3249 -1.6049 1.7978  0.341
H 0.0819 -0.3610 2.2266  0.336
H 2.1464 0.9028 1.7740  0.335
H 2.3315 0.1581 0.1443  0.315
H 0.3654 2.3016 1.0594  0.272
H 1.1521 2.1573 -0.5662  0.338

---

[9]
Density functional theory data (the ωB97M-V functional and the def2-TZVPD basis) for a cluster of 2 separate species, C7H10O in total.

As for the electronic energy: -347.865359 hartree. The LUMO energy comes out at 0.92 eV. Its gap between HOMO and LUMO is 10.169 eV. Its SMILES is c1ccccc1.CO.

Last column: Mulliken charge in e.
Geometry (Å):
C 0.3621 1.1875 0.8675  -0.341
C 0.1980 -0.0438 1.4285  -0.401
C 0.7511 -1.1706 0.8808  -0.729
C 1.4272 -0.9588 -0.3527  -0.032
C 1.5184 0.2241 -1.0255  -0.755
C 1.1012 1.3132 -0.2871  -0.140
H 0.1631 2.1637 1.4125  0.276
H -0.3320 -0.1715 2.2904  0.482
H 0.5423 -2.1452 1.1365  0.514
H 1.7135 -1.9406 -0.7450  0.274
H 1.9715 0.6399 -1.9520  0.322
H 1.0528 2.3209 -0.5897  0.373
C -1.5434 -0.3789 -0.7269  -0.816
O -2.7291 0.1944 -0.1619  -0.517
H -1.7625 -0.7813 -1.7369  0.352
H -0.7656 0.2854 -0.9070  0.370
H -1.0290 -1.0928 -0.2607  0.491
H -2.6395 0.3544 0.7292  0.279

---

[10]
Density functional theory data (the ωB97M-V functional and the def2-TZVPD basis) for a structure of composition C7H10O.

As for the electronic energy: -347.729554 hartree. The LUMO energy comes out at -0.15 eV. Its gap between HOMO and LUMO is 8.895 eV.

Last column: Mulliken charge in e.
Geometry (Å):
C -0.1570 0.2238 -0.1760  0.552
C 0.4303 -0.5558 0.9492  -0.720
C -2.5007 -0.9180 -0.1559  -1.255
C 0.3874 1.6256 -0.4346  -1.382
C -1.6643 0.2616 0.2662  0.569
C 2.3537 -1.0516 0.3060  -0.557
C 3.4358 -0.7439 -0.1236  0.055
O -2.0986 1.1999 0.8827  -0.536
H -0.1402 -0.3843 -1.0861  0.295
H 1.2837 -1.5912 0.6449  0.239
H 0.8048 0.1018 1.7432  0.306
H -3.4590 -0.9010 0.3596  0.358
H -1.9677 -1.8476 0.0479  0.332
H -2.6731 -0.8623 -1.2347  0.329
H -0.1502 2.1176 -1.2479  0.373
H 1.4446 1.5585 -0.6924  0.325
H 0.2805 2.2420 0.4577  0.317
H 4.3901 -0.4752 -0.5063  0.398

---

[11]
Density functional theory data (the ωB97M-V functional and the def2-TZVPD basis) for the molecule C7H10O.

As for the electronic energy: -347.697699 hartree. The LUMO energy comes out at 0.75 eV. Its gap between HOMO and LUMO is 9.025 eV. Its SMILES is O[C@]12C=CC[C@@H]1CC2.

Last column: Mulliken charge in e.
Geometry (Å):
O -0.6530 1.3482 -0.6409  -0.531
C -0.4791 -0.1629 -0.5674  0.280
C -1.5472 -0.6254 0.2120  -0.569
C -1.3552 -0.2007 1.5311  -0.311
C -0.1000 0.5611 1.5990  -0.379
C 0.7502 -0.4633 0.5219  -0.389
C 1.6096 0.2365 -0.7041  -1.087
C 0.6179 -0.5299 -1.7768  -0.573
H -1.2900 1.5075 -1.4568  0.306
H -2.4472 -1.0141 -0.2504  0.371
H -1.6970 -0.7813 2.5284  0.236
H -0.1029 1.7321 1.2789  0.232
H 0.4021 0.3144 2.7135  0.283
H 1.0433 -1.3718 0.8885  0.459
H 2.4924 -0.2402 -0.7314  0.496
H 1.6983 1.1987 -0.8428  0.421
H 0.3198 0.0637 -2.5663  0.384
H 0.7382 -1.5727 -1.7364  0.370

---

[12]
Density functional theory data (the ωB97M-V functional and the def2-TZVPD basis) for the molecule C7H10O.

As for the electronic energy: -347.777304 hartree. The LUMO energy comes out at 1.03 eV. Its gap between HOMO and LUMO is 9.887 eV. Its SMILES is C=C1CCO[C@@H]2C[C@@H]12.

Last column: Mulliken charge in e.
Geometry (Å):
C 2.3617 0.5062 -0.0118  -1.178
C 1.1083 0.1420 0.0890  0.579
C 0.6277 -1.3106 0.2862  -0.529
C -0.7674 -1.4528 -0.4338  -0.538
O -1.7906 -0.6298 0.0996  -0.431
C -1.1992 0.4490 0.5442  -0.067
C -1.0903 1.8447 -0.0370  -0.617
C -0.0691 0.8371 -0.3570  -0.272
H 3.0915 -0.1444 0.2647  0.436
H 2.4659 1.5820 -0.3170  0.253
H 0.2172 -1.5599 1.4026  0.219
H 1.4331 -2.0497 -0.0263  0.364
H -1.1912 -2.4419 -0.1712  0.297
H -0.7559 -1.2368 -1.5359  0.322
H -0.9894 0.2882 1.5907  0.401
H -1.2272 2.6092 0.8411  0.280
H -1.7999 2.0194 -0.9487  0.243
H -0.4249 0.5480 -1.2793  0.241

---

[13]
Density functional theory data (the ωB97M-V functional and the def2-TZVPD basis) for the molecule C7H10O.

As for the electronic energy: -347.790729 hartree. The LUMO energy comes out at 1.04 eV. Its gap between HOMO and LUMO is 9.850 eV. Its SMILES is C#C[C@@]1(C)C[C@H]1OC.

Last column: Mulliken charge in e.
Geometry (Å):
C 2.0312 -1.0202 0.8000  -0.223
C 1.0159 -0.6945 0.2043  -0.753
C 0.1470 -0.1244 -0.8480  1.363
C 0.8178 0.5645 -2.0024  -1.558
C -1.1882 -0.7883 -1.1234  -0.856
C -1.0971 0.3148 -0.1334  -0.203
O -0.8341 -0.3574 1.2976  -0.360
C -0.6121 0.4480 2.4521  -0.752
H 3.0216 -1.3504 1.0338  0.476
H 1.2097 -0.1982 -2.6865  0.322
H 0.1218 1.1896 -2.5690  0.369
H 1.6601 1.1798 -1.6736  0.380
H -1.7054 -0.5593 -2.0515  0.331
H -1.3415 -1.8018 -0.7710  0.237
H -1.5589 1.2899 -0.2024  0.355
H -1.5850 0.7025 2.8785  0.289
H -0.0635 -0.1383 3.1930  0.257
H -0.0393 1.3438 2.2020  0.327